No. 1
Density functional theory data (the ωB97M-V functional and the def2-TZVPD basis) for C30H37N6O3S2SiY as an isolated structure.

Positions of all 80 atoms, in Å:
H1 -1.00 1.23 -4.69
C1 -2.25 -0.26 0.23
C2 -0.46 1.13 -2.63
N1 3.81 -0.02 -1.75
H2 5.82 2.20 1.93
C3 -2.52 0.30 -3.47
C4 -2.84 -0.08 -2.18
C5 3.80 1.60 1.49
H3 -6.95 -2.65 1.12
C6 4.82 2.63 1.94
H4 -0.39 3.48 3.50
C7 2.62 3.77 -2.79
H5 1.65 -1.30 -3.08
H6 -2.28 -5.58 -0.99
H7 4.67 1.30 -3.87
C8 -0.82 -4.02 -0.85
H8 -0.65 5.71 0.43
C9 -4.74 -0.16 0.54
N2 -1.72 -0.61 2.36
H9 3.68 -2.29 0.10
N3 2.47 1.82 -1.38
C10 -0.79 -0.56 3.28
N4 -0.76 0.78 -1.38
H10 -3.77 -0.58 -1.96
H11 -0.44 -1.24 5.17
H12 0.95 4.66 3.78
O1 0.03 2.98 0.77
H13 -0.17 6.26 2.05
Si1 1.27 -1.95 -0.69
S1 0.72 4.13 1.50
C11 -5.95 -0.79 0.77
H14 -0.78 -3.88 -1.92
H15 0.50 1.59 -2.78
C12 -3.57 -0.91 0.49
H16 2.30 4.77 -3.00
H17 1.10 -2.97 -3.01
N5 -1.36 -0.12 1.15
H18 -4.86 -3.98 1.03
N6 -1.15 -1.10 4.47
H19 3.96 3.59 -4.48
H20 0.52 -2.84 2.02
O2 4.15 0.51 1.04
C13 3.55 3.11 -3.60
C14 -1.72 -5.19 1.04
H21 4.77 3.48 1.27
C15 -4.83 -2.91 0.89
H22 2.77 -3.79 0.14
H23 -6.86 -0.20 0.81
C16 2.12 3.08 -1.71
C17 3.41 1.22 -2.13
C18 0.63 3.76 3.25
H24 1.30 2.93 3.44
S2 0.79 0.14 3.18
C19 -1.66 -4.99 -0.33
C20 -0.09 -3.45 1.35
H25 3.79 -0.20 -0.75
H26 -4.70 0.91 0.40
H27 -3.21 0.10 -4.28
C21 2.93 -2.88 -0.44
H28 -0.98 -4.56 2.96
H29 4.60 -0.41 -2.24
O3 2.56 1.95 1.59
H30 -2.00 -1.63 4.51
Y1 0.92 0.76 0.53
C22 -1.94 0.17 -1.14
C23 3.94 1.84 -3.28
C24 -6.00 -2.16 0.94
C25 -0.94 -4.41 1.88
C26 -3.62 -2.28 0.67
H31 -2.38 -5.95 1.46
H32 -0.06 -1.66 -2.82
C27 0.96 -1.98 -2.58
H33 1.37 3.53 -1.08
H34 -1.46 5.03 1.86
H35 -2.70 -2.86 0.65
C28 -0.53 5.42 1.46
C29 0.00 -3.23 -0.03
H36 3.37 -3.17 -1.40
H37 4.57 2.98 2.94
C30 -1.31 0.92 -3.70

The gap between HOMO and LUMO is 6.2 eV. Its HOMO energy is -6.3 eV. As for the energy above the lowest of the compared OMol25 structures with the same formula, charge and spin: 2.2 kJ/mol.

Atomic partial charges in e from the Löwdin method, atoms 1 to 4:
1. H 0.109
2. C -0.192
3. C -0.128
4. N 0.154

No. 2
Density functional theory data (the ωB97M-V functional and the def2-TZVPD basis) for C30H37N7NaO5PS as an isolated structure at a distorted geometry.

Positions of all 82 atoms, in Å:
C1 3.59 0.43 1.18
H1 3.14 -0.29 0.49
H2 4.12 4.59 0.48
H3 0.20 -3.26 -4.13
H4 -3.94 2.79 -4.94
H5 5.67 3.90 -0.06
C2 -1.89 2.82 2.21
O1 -0.30 2.05 0.51
C3 -3.87 -0.02 -0.68
H6 -4.57 -0.57 -5.02
H7 -0.36 -6.72 -0.97
H8 6.56 1.99 1.11
C4 4.69 3.67 0.36
H9 -2.23 -1.45 -6.33
H10 3.79 2.44 3.36
C5 -3.99 2.07 -4.10
C6 -2.46 -1.08 -5.33
H11 -0.54 -0.68 -4.46
C7 -2.17 -2.74 0.32
C8 1.87 -1.80 -3.89
H12 -1.39 -5.56 -1.82
H13 -4.89 -0.38 -0.76
H14 -1.43 -3.22 -2.05
C9 -1.36 1.06 3.80
O2 -1.39 0.35 4.79
C10 -3.63 -0.10 -5.33
C11 4.69 1.53 -0.67
C12 -0.59 0.85 2.57
C13 -1.84 0.86 -4.19
H15 -2.65 -1.94 -4.68
H16 -0.11 -4.35 -0.10
H17 -5.02 1.78 -3.94
N1 -3.20 0.89 -4.37
C14 -3.23 -4.72 1.20
N2 -1.37 -0.25 -4.83
H18 2.96 -0.26 -2.70
C15 -4.30 -2.59 1.45
H19 -0.62 -5.49 1.14
H20 5.68 1.71 -1.11
H21 -2.09 -6.64 -0.60
H22 3.77 -0.10 2.12
H23 2.45 -1.89 -4.80
H24 3.14 3.86 2.54
N3 4.89 3.08 1.69
O3 -2.44 3.77 1.67
C16 -0.93 -4.98 0.22
C17 0.70 -2.48 -3.56
N4 -1.13 -2.08 -0.36
C18 -2.15 2.33 3.60
H25 -3.78 0.34 -6.32
N5 3.99 2.80 -0.58
C19 2.13 -0.95 -2.80
H26 4.13 0.86 -1.32
H27 -3.60 2.56 -3.21
P1 2.33 1.79 1.51
H28 -5.12 -1.99 1.82
C20 5.57 1.79 1.52
O4 0.18 -0.11 2.29
C21 -1.21 -6.04 -0.85
C22 -2.14 -4.12 0.56
C23 -0.86 1.94 1.64
N6 1.21 -1.07 -1.83
O5 -2.88 2.84 4.41
H29 2.05 3.55 -0.17
S1 -0.93 1.95 -3.35
C24 0.32 -2.00 -2.29
H30 -3.87 1.08 -0.75
H31 2.08 1.97 -0.92
H32 -3.30 -0.40 -1.54
H33 -2.20 -0.12 0.65
C25 -0.82 -2.46 -1.54
N7 4.89 0.86 0.62
C26 3.60 2.89 2.37
C27 -3.23 -1.96 0.82
C28 2.58 2.60 -0.17
H34 -3.21 -5.79 1.38
H35 5.69 1.32 2.50
C29 -3.23 -0.47 0.64
H36 -3.74 0.00 1.48
Na1 0.24 0.07 0.19
H37 -5.16 -4.46 2.10
C30 -4.32 -3.97 1.62

The gap between HOMO and LUMO is 4.5 eV. Its HOMO energy is -0.8 eV. As for the total charge: -2. As for the energy above the lowest of the compared OMol25 structures with the same formula, charge and spin: 55.9 kJ/mol.

Atomic partial charges in e from the Löwdin method, atoms 1 to 4:
1. C -0.302
2. H 0.076
3. H 0.118
4. H 0.085